(1)
This record from OMol25 describes a structure of composition C25H23BrCoN2O2P. The level of theory is ωB97M-V with the def2-TZVPD basis set.

Output
* F_max: 0.0100 Eh/bohr
* LUMO (alpha / beta): -0.293 / -0.293 Eh
* E_HOMO (alpha / beta): -0.552 / -0.552 hartree

```
! RIJCOSX wB97M-V def2-TZVPD def2/J DEFGRID3
* xyz 2 1
Co -2.071 0.339 -0.150
O -3.938 -0.486 1.778
N -2.581 -0.260 1.600
C -1.984 -0.261 2.728
C -0.551 -0.194 2.975
C -0.170 -0.499 4.282
C 1.169 -0.566 4.634
C 2.143 -0.332 3.678
C 1.777 -0.017 2.375
C 0.437 0.065 2.012
P 0.067 0.630 0.342
C 0.521 2.367 0.223
C 1.890 2.652 0.119
C 2.322 3.965 0.102
C 1.399 5.002 0.185
C 0.046 4.723 0.291
C -0.397 3.409 0.314
C 1.106 -0.303 -0.787
C 1.519 0.274 -1.991
C 2.282 -0.464 -2.883
C 2.635 -1.772 -2.578
C 2.228 -2.348 -1.380
C 1.465 -1.619 -0.485
H -4.335 -0.562 0.898
H -2.625 -0.420 3.591
H -0.931 -0.692 5.027
H 1.447 -0.802 5.652
H 3.190 -0.385 3.941
H 2.553 0.171 1.645
H 2.621 1.857 0.039
H 3.378 4.182 0.021
H 1.740 6.028 0.168
H -0.672 5.529 0.362
H -1.453 3.212 0.419
H 1.259 1.299 -2.223
H 2.617 -0.011 -3.806
H 3.245 -2.339 -3.269
H 2.522 -3.361 -1.139
H 1.171 -2.067 0.456
O -1.627 0.908 -1.948
C -1.651 -0.149 -2.933
C -1.529 -1.451 -2.196
C -1.248 -2.632 -2.856
C -1.226 -3.814 -2.136
C -1.482 -3.783 -0.773
C -1.737 -2.570 -0.172
N -1.768 -1.423 -0.870
H -2.184 1.664 -2.202
H -0.825 -0.006 -3.628
H -2.597 -0.108 -3.476
H -1.062 -2.621 -3.921
H -1.015 -4.752 -2.633
H -1.484 -4.685 -0.178
H -1.939 -2.497 0.887
Br -3.670 1.974 -0.130
*
```

---

(2)
This record from OMol25 describes a structure of composition C25H23Cl5N2O7PdSe2. The level of theory is ωB97M-V with the def2-TZVPD basis set.

Output
* F_max: 0.0020 Eh/bohr
* LUMO: -0.020 Eh
* E_HOMO: -0.306 hartree

```
! RIJCOSX wB97M-V def2-TZVPD def2/J DEFGRID3
* xyz 0 1
Pd 1.143 0.613 0.116
O 3.611 2.221 -3.437
C 2.301 2.714 -3.186
C 2.397 3.989 -2.349
C 3.436 4.956 -2.955
O 4.772 4.595 -2.697
C 1.048 4.707 -2.342
Se -0.308 3.597 -1.475
C 2.803 3.675 -0.910
Se 1.291 2.995 0.148
H 3.557 1.280 -3.644
H 1.704 1.962 -2.666
H 1.801 2.951 -4.134
H 3.298 5.945 -2.513
H 3.244 5.042 -4.033
H 4.894 3.701 -3.045
H 0.692 4.903 -3.354
H 1.120 5.653 -1.807
H 3.136 4.574 -0.393
H 3.593 2.930 -0.868
C -2.017 -4.902 2.340
O -2.421 -3.586 2.702
C -3.725 -3.358 2.918
C -4.732 -4.316 2.890
C -6.051 -3.938 3.116
C -6.387 -2.619 3.374
C -5.384 -1.659 3.399
C -4.074 -2.024 3.168
N -3.029 -1.045 3.173
C -2.432 -0.515 2.126
C -2.684 -0.651 0.756
C -3.669 -1.480 0.139
C -3.682 -1.656 -1.208
C -2.697 -1.022 -2.007
C -1.755 -0.201 -1.467
C -1.740 0.063 -0.066
O -0.919 0.896 0.455
H -0.950 -4.834 2.166
H -2.522 -5.220 1.425
H -2.230 -5.607 3.147
H -4.495 -5.351 2.691
H -6.824 -4.694 3.089
H -7.416 -2.337 3.548
H -5.613 -0.616 3.581
H -2.575 -0.881 4.060
H -1.592 0.125 2.368
H -4.414 -1.973 0.744
H -4.430 -2.285 -1.671
H -2.700 -1.192 -3.078
H -1.008 0.290 -2.078
Cl 3.529 1.461 2.243
C 4.044 0.725 0.758
C 3.081 0.369 -0.182
C 3.544 -0.215 -1.354
Cl 2.391 -0.692 -2.567
C 4.899 -0.409 -1.610
Cl 5.420 -1.069 -3.113
C 5.837 -0.035 -0.653
Cl 7.515 -0.268 -0.949
C 5.407 0.531 0.544
Cl 6.558 0.988 1.737
O 0.437 -3.171 1.295
N 0.592 -1.964 1.256
O 0.961 -1.450 0.120
O 0.419 -1.217 2.219
*
```

---

(3)
This record from OMol25 describes a structure of composition C25H23Cl5N6NaO2PSe2. The level of theory is ωB97M-V with the def2-TZVPD basis set.

Output
* F_max: 0.0428 Eh/bohr
* LUMO: 0.138 Eh
* E_HOMO: -0.060 hartree

```
! RIJCOSX wB97M-V def2-TZVPD def2/J DEFGRID3
* xyz -2 1
Na 0.684 -0.255 -0.897
N 0.203 -0.008 1.475
N 1.418 0.059 2.132
C 2.536 0.110 1.420
N 3.742 0.085 2.021
N 2.364 0.252 0.115
N 3.241 -0.097 -0.784
O 2.850 -0.020 -1.951
O 4.397 -0.487 -0.506
H -0.451 0.708 1.772
H -0.194 -0.944 1.501
H 1.467 0.079 3.137
H 3.804 -0.207 2.980
H 4.481 -0.165 1.373
Se -2.704 2.051 0.472
P -3.775 0.211 0.276
Se -2.693 -1.635 0.266
C -5.006 0.193 1.662
C -5.747 1.334 1.959
C -6.496 1.407 3.121
C -6.503 0.345 4.016
C -5.786 -0.803 3.718
C -5.046 -0.879 2.545
C -4.795 0.324 -1.263
C -5.446 1.511 -1.588
C -6.086 1.652 -2.808
C -6.062 0.616 -3.732
C -5.411 -0.566 -3.419
C -4.784 -0.713 -2.188
H -5.701 2.185 1.291
H -7.059 2.306 3.344
H -7.050 0.421 4.949
H -5.789 -1.639 4.407
H -4.473 -1.770 2.317
H -5.411 2.340 -0.892
H -6.589 2.582 -3.048
H -6.534 0.740 -4.701
H -5.377 -1.377 -4.137
H -4.263 -1.630 -1.946
Cl 1.325 3.874 3.008
C 1.364 4.144 1.263
C 0.929 3.117 0.441
C 1.017 3.418 -0.913
Cl 0.497 2.246 -2.112
C 1.496 4.627 -1.412
Cl 1.635 4.921 -3.121
C 1.886 5.629 -0.527
Cl 2.433 7.164 -1.120
C 1.820 5.387 0.840
Cl 2.301 6.644 1.951
C 1.632 -3.183 2.460
C 1.494 -3.518 1.003
C 1.672 -4.774 0.435
C 1.393 -4.619 -0.940
C 1.060 -3.282 -1.112
C 0.641 -2.610 -2.385
N 1.120 -2.603 0.066
H 1.800 -4.106 3.020
H 0.727 -2.710 2.857
H 2.474 -2.510 2.661
H 1.956 -5.685 0.946
H 1.419 -5.388 -1.702
H 0.557 -3.350 -3.181
H 1.371 -1.853 -2.693
H -0.339 -2.131 -2.262
*
```

---

Q: Look up the F_max of the second one.
A: 0.0020 Eh/bohr

---

Q: Look up the F_max of the third one.
A: 0.0428 Eh/bohr